No. 1
Below is C28H30BF5HgN8O3 as an isolated structure, with properties calculated with ωB97M-V with the def2-TZVPD basis set.

Atoms and positions in Å:
1 Hg 0.1122 0.0677 -0.2895
2 C -1.9995 -3.2017 -1.3653
3 C -1.7380 -3.0531 0.1022
4 C -2.0521 -3.9306 1.1551
5 C -1.5955 -3.3039 2.2974
6 C -1.6392 -3.7746 3.7149
7 N -1.0543 -2.1247 1.9261
8 N -1.1451 -1.9723 0.5800
9 B -0.4995 -0.9942 2.8273
10 N 1.0360 -0.8242 2.6496
11 N 1.5819 -0.5206 1.4432
12 C 2.8799 -0.3356 1.6169
13 C 3.7636 0.0351 0.4719
14 C 3.1990 -0.5289 2.9700
15 C 2.0022 -0.8274 3.5907
16 C 1.7411 -1.1197 5.0334
17 N -1.2414 0.3510 2.5400
18 N -1.3163 0.9158 1.3011
19 C -1.9967 2.0437 1.4046
20 C -2.2163 2.9237 0.2190
21 C -2.4012 2.2212 2.7356
22 C -1.8992 1.1329 3.4197
23 C -2.0164 0.8092 4.8738
24 H -2.4294 -4.1808 -1.5745
25 H -2.6989 -2.4401 -1.7149
26 H -1.0826 -3.0937 -1.9480
27 H -2.5120 -4.9047 1.0896
28 H -2.0493 -4.7831 3.7440
29 H -0.6436 -3.7999 4.1603
30 H -2.2629 -3.1292 4.3358
31 H -0.6992 -1.2944 3.9714
32 H 3.1709 0.2945 -0.4056
33 H 4.3795 0.8977 0.7310
34 H 4.4262 -0.7908 0.2056
35 H 4.1679 -0.4524 3.4374
36 H 2.6864 -1.1311 5.5739
37 H 1.0984 -0.3628 5.4859
38 H 1.2547 -2.0867 5.1663
39 H -1.6963 2.5266 -0.6505
40 H -3.2802 3.0165 -0.0068
41 H -1.8202 3.9233 0.4048
42 H -2.9680 3.0401 3.1487
43 H -2.6039 1.5826 5.3667
44 H -2.5046 -0.1524 5.0351
45 H -1.0378 0.7666 5.3534
46 O 1.7000 -4.3508 1.4553
47 C 1.6133 -4.8046 0.1126
48 N 2.8382 -4.5746 -0.6181
49 C 2.8709 -4.2562 -2.0020
50 O 3.6072 -4.9169 -2.7361
51 C 2.1292 -3.1093 -2.4601
52 C 2.0742 -2.7579 -3.8688
53 C 1.4346 -1.5924 -4.2297
54 C 0.8422 -0.7640 -3.2807
55 N 0.9144 -1.1140 -1.9380
56 C 1.5375 -2.2159 -1.5763
57 H 1.8923 -3.4041 1.4280
58 H 0.7947 -4.3206 -0.4174
59 H 1.3857 -5.8693 0.1988
60 H 3.5296 -5.2946 -0.4573
61 H 2.5688 -3.3991 -4.5834
62 H 1.3863 -1.2921 -5.2697
63 H 0.3508 0.1642 -3.5232
64 H 1.5930 -2.3850 -0.5064
65 F 3.3752 6.4118 1.9082
66 C 2.7479 5.3950 1.2801
67 C 2.6033 5.3921 -0.0964
68 F 3.0942 6.4193 -0.8151
69 C 1.9644 4.3518 -0.7336
70 F 1.8537 4.4056 -2.0749
71 C 1.4219 3.2348 -0.0539
72 O 0.8336 2.2849 -0.6874
73 C 1.5922 3.2880 1.3448
74 F 1.1156 2.2796 2.1092
75 C 2.2363 4.3283 1.9899
76 F 2.3628 4.3048 3.3299

Forces on atoms 1 to 3 (eV/Å):
Hg -0.1 0.3 0.0
C 0.0 0.0 0.1
C -0.1 -0.1 -0.1

The HOMO energy (spin up / spin down) comes out at -2.40 / -5.14 eV. Its orbital gap (spin up / spin down) is 0.174 / 0.275 hartree. Its energy above the lowest of the compared OMol25 structures with the same formula, charge and spin is 0.0 kJ/mol. Its expectation value of S² is 0.772. The total charge is -1. The multiplicity is 2.

***

No. 2
Below is C42H60ClMnN3O3P as an isolated structure, with properties calculated with ωB97M-V with the def2-TZVPD basis set.

Atoms and positions in Å:
1 Mn 9.8250 11.0431 11.4213
2 Cl 13.8196 11.0521 17.4860
3 C 12.6289 10.9750 16.2414
4 C 11.2715 10.9824 16.5740
5 C 10.3190 10.9548 15.5853
6 C 10.6771 10.9418 14.2187
7 O 9.7594 11.0071 13.3132
8 C 12.0694 10.8804 13.9064
9 C 12.4674 10.8586 12.5503
10 N 11.6216 10.9182 11.5639
11 C 11.9877 11.0905 10.2759
12 C 13.3238 11.2485 9.8649
13 C 13.6895 11.4285 8.5395
14 C 12.7371 11.4114 7.5489
15 C 11.3903 11.2024 7.8921
16 C 10.3882 11.0458 6.9117
17 C 9.0943 10.7857 7.2969
18 C 8.7987 10.7053 8.6514
19 N 9.7276 10.8637 9.5880
20 C 10.9999 11.0815 9.2672
21 C 13.0275 10.9032 14.9264
22 H 10.9823 11.0156 17.6116
23 H 9.2701 10.9693 15.8351
24 H 13.5360 10.8196 12.3610
25 H 14.1152 11.2299 10.5962
26 H 14.7356 11.5534 8.2968
27 H 13.0134 11.5199 6.5106
28 H 10.6659 11.0975 5.8692
29 H 8.3136 10.6447 6.5663
30 H 7.7986 10.5129 9.0087
31 H 14.0789 10.8771 14.6761
32 C 6.0535 12.1116 10.6641
33 C 6.7233 11.1320 11.6594
34 C 6.1442 9.7093 11.4280
35 C 6.3760 11.5544 13.1094
36 N 8.1057 11.1514 11.4466
37 H 5.0450 12.3582 10.9870
38 H 6.0050 11.6818 9.6657
39 H 6.6495 13.0196 10.6165
40 H 5.0828 9.7721 11.1937
41 H 6.2642 9.1065 12.3255
42 H 6.6560 9.2185 10.6017
43 H 5.4245 11.1230 13.4141
44 H 6.3030 12.6361 13.1867
45 H 7.1657 11.2059 13.7698
46 O 10.1422 13.0198 11.3809
47 P 9.8254 14.4743 11.6569
48 C 8.7563 14.5730 13.1802
49 C 7.9318 15.8462 13.3810
50 C 8.6974 16.9656 14.0812
51 C 9.2293 16.4845 15.4259
52 C 10.1570 15.2943 15.2111
53 C 9.4368 14.1603 14.4871
54 C 8.7128 15.0887 10.2940
55 C 8.6547 16.6089 10.0628
56 C 8.9086 16.9743 8.5998
57 C 7.9795 16.2127 7.6549
58 C 7.9801 14.6975 7.9353
59 C 9.0019 14.3211 9.0045
60 C 11.4067 15.4549 11.7784
61 C 12.4465 14.7030 12.6290
62 C 13.4922 14.0315 11.7493
63 C 14.3120 15.0646 10.9734
64 C 13.4333 16.2477 10.5519
65 C 11.9790 15.8061 10.4008
66 H 8.0779 13.7480 12.9088
67 H 7.0747 15.5858 14.0080
68 H 7.5371 16.2116 12.4338
69 H 8.0311 17.8179 14.2271
70 H 9.5305 17.3025 13.4584
71 H 8.3934 16.1928 16.0661
72 H 9.7700 17.2902 15.9254
73 H 10.5182 14.9214 16.1714
74 H 11.0245 15.6230 14.6382
75 H 8.6586 13.7749 15.1502
76 H 10.1243 13.3376 14.2908
77 H 7.7266 14.7510 10.6367
78 H 9.3735 17.1293 10.6965
79 H 7.6651 16.9810 10.3344
80 H 9.9447 16.7667 8.3309
81 H 8.7530 18.0464 8.4693
82 H 8.2973 16.4029 6.6289
83 H 6.9651 16.6040 7.7548
84 H 8.2009 14.1430 7.0211
85 H 6.9900 14.3820 8.2701
86 H 10.0085 14.5283 8.6395
87 H 8.9325 13.2528 9.2164
88 H 11.1381 16.3858 12.2847
89 H 11.9562 13.9433 13.2405
90 H 12.9525 15.3994 13.3011
91 H 12.9809 13.3696 11.0505
92 H 14.1527 13.4237 12.3710
93 H 14.7442 14.5866 10.0910
94 H 15.1381 15.4240 11.5890
95 H 13.7953 16.6669 9.6119
96 H 13.4830 17.0398 11.3020
97 H 11.9315 14.9389 9.7381
98 H 11.4049 16.6141 9.9495
99 C 9.8780 6.8241 12.3741
100 C 10.3700 6.7873 10.9325
101 C 10.8032 8.2316 10.7396
102 O 9.8425 9.0239 11.4512
103 C 9.1961 8.1874 12.4387
104 H 10.7201 6.7764 13.0637
105 H 9.1908 6.0153 12.6063
106 H 9.5555 6.5388 10.2521
107 H 11.1889 6.0920 10.7723
108 H 10.8081 8.5358 9.6901
109 H 11.8024 8.3850 11.1671
110 H 8.1426 8.1176 12.1619
111 H 9.2784 8.6671 13.4148

Forces on atoms 1 to 3 (eV/Å):
Mn -4.6 0.4 4.0
Cl 0.2 0.0 0.3
C 0.5 -0.1 -0.6

The HOMO energy (spin up / spin down) comes out at -9.84 / -10.07 eV. Its orbital gap (spin up / spin down) is 0.232 / 0.240 hartree. Its expectation value of S² is 3.777. The total charge is +1. The multiplicity is 4.

***

No. 3
Below is an isolated molecule of C3H5NO2, with properties calculated with ωB97M-V with the def2-TZVPD basis set.

Atoms and positions in Å:
1 O 1.5483 0.0884 0.6265
2 C 0.6916 -0.5085 -0.3334
3 C -0.6075 0.2086 -0.0595
4 O -0.5521 1.5782 -0.3060
5 C -1.8305 -0.4074 -0.6120
6 N -2.7229 -0.9095 -0.0740
7 H 2.4650 -0.0455 0.3713
8 H 1.0349 -0.3442 -1.3618
9 H 0.5615 -1.5852 -0.1507
10 H -0.8228 0.0021 0.9985
11 H 0.1364 1.8805 0.3039

Forces on atoms 1 to 3 (eV/Å):
O 0.5 -0.1 -0.1
C -0.1 -0.1 -0.2
C 0.2 -0.2 0.4

The HOMO energy comes out at -10.78 eV. Its SMILES is N#C[C@H](O)CO. Its orbital gap is 0.408 hartree. Its energy above the lowest of the compared OMol25 structures with the same formula, charge and spin is 238.2 kJ/mol.